Density functional theory data (ωB97M-V with the def2-TZVPD basis set) for C4H5N in the gas phase.

Structure (XYZ):
```
10
Properties=species:S:1:pos:R:3:forces:R:3
N 2.81002 -0.27314 -0.48105 -0.96 0.21 0.42
C 1.78117 -0.06187 0.01837 0.78 -0.24 -0.39
C 0.60148 0.24040 0.78320 0.04 0.14 -0.07
C -0.81753 -0.59992 -0.06145 -0.20 -0.10 -0.14
C -0.47386 0.88964 0.01085 -0.02 0.15 -0.03
H -0.05732 -1.09262 0.68932 0.03 -0.08 0.04
H -1.73600 -0.85668 0.46507 0.15 0.03 -0.07
H -0.68708 -1.05190 -1.04144 0.05 0.08 0.16
H -1.18128 1.48862 0.58140 0.13 -0.12 -0.08
H -0.23960 1.31747 -0.96427 0.00 -0.07 0.17
```
Forces are in eV/Å.

Results
E_HOMO = -9.18 eV
Relative energy (zero: lowest compared OMol25 entry of this formula, charge and spin) = 88.1 kcal per mole
Max |F| = 1.07 eV/A
Orbital gap = 0.3469 hartree
M = 67.091 g/mol
Electronic energy = -5715.024 eV

***

Density functional theory data (ωB97M-V with the def2-TZVPD basis set) for 12 unconnected molecules or ions with the total composition C21H64BF4N2O14S.

Structure (XYZ):
```
107
Properties=species:S:1:pos:R:3:forces:R:3
C -5.08587 2.47053 2.30643 -0.16 -0.17 -0.18
N -4.18178 1.27824 2.21250 0.00 -0.23 0.55
C -4.75546 0.19990 3.08238 -0.07 0.45 -0.19
B -2.86691 1.56109 2.71231 -0.34 0.33 0.01
O -2.55988 1.85656 4.01081 -0.02 -0.59 -0.32
N -1.64078 1.55651 1.75651 0.00 -0.61 0.31
C -1.86913 1.57282 0.26085 0.41 0.76 -0.10
C -0.97677 0.49362 -0.35271 -0.40 0.20 -0.49
C 0.40518 0.98293 -0.79383 -0.10 -0.03 0.24
C 0.36298 2.18602 -1.75765 0.48 -0.08 0.14
C 1.17134 3.37922 -1.24713 -0.24 -0.12 0.09
F 2.03212 3.83721 -2.24885 -0.18 0.26 -0.03
C -1.02312 -0.55970 0.76804 0.51 0.54 -0.09
S 0.27597 -1.82436 0.78657 0.45 -0.14 -0.10
O 0.85690 -2.01406 -0.50012 -0.36 -0.12 -0.25
O 1.13430 -1.58840 1.90803 -0.24 0.15 0.29
C -0.66023 -3.39572 1.19262 0.14 0.15 -0.39
F -0.92802 -4.04400 0.08002 -0.19 -0.13 -0.39
F -1.80020 -3.12565 1.82083 -0.26 0.18 0.32
F 0.10608 -4.13418 1.95331 0.29 -0.26 0.42
C -0.86174 0.26358 2.05591 -0.69 0.01 -0.37
H -6.10339 2.09599 2.40978 -0.05 0.06 0.00
H -5.03252 3.06717 1.39977 0.19 0.08 0.06
H -4.86897 3.07037 3.19487 -0.01 0.06 -0.02
H -4.01286 -0.57457 3.28329 -0.06 -0.10 -0.03
H -5.60452 -0.23886 2.56115 0.05 -0.12 -0.01
H -5.12053 0.61579 4.02369 0.09 -0.10 0.10
H -2.10963 1.18501 4.53769 0.13 0.40 0.16
H -1.04382 2.32570 2.05750 0.02 0.02 -0.18
H -2.92955 1.45429 0.05703 0.15 -0.21 0.10
H -1.58795 2.56305 -0.08604 -0.10 0.03 -0.03
H -1.51146 0.17936 -1.25345 0.10 -0.40 0.12
H 1.00734 1.21355 0.09394 0.07 0.08 -0.06
H 0.90523 0.16117 -1.29628 0.06 -0.03 0.06
H 0.82161 1.87790 -2.69676 -0.08 -0.01 -0.04
H -0.65566 2.49005 -2.00271 -0.03 -0.04 0.00
H 1.80512 3.10748 -0.40224 0.05 -0.03 -0.07
H 0.51770 4.20843 -0.96049 0.15 0.11 -0.08
H -2.00036 -1.03897 0.72685 0.07 -0.21 0.17
H 0.15779 0.55795 2.26988 0.13 -0.33 0.04
H -1.30217 -0.29306 2.88220 0.16 0.26 0.26
C 0.99004 -1.65372 -3.84036 -0.02 -0.01 -0.09
O 0.11288 -0.52977 -3.96484 -0.05 0.01 0.22
H 2.00463 -1.29138 -3.98489 0.00 0.03 -0.02
H 0.91785 -2.10067 -2.85082 0.05 -0.07 0.02
H 0.77839 -2.41037 -4.59734 0.05 0.00 -0.02
H -0.78391 -0.85678 -3.84846 0.00 0.04 -0.13
C 5.16869 3.03557 -0.82111 -0.15 -0.09 -0.03
O 4.12463 2.17624 -1.29077 -0.02 -0.08 0.05
H 5.47402 2.67512 0.15820 0.04 -0.01 -0.01
H 6.02518 3.01313 -1.49753 0.05 0.03 0.06
H 4.80882 4.05996 -0.72481 0.21 0.03 0.04
H 3.84929 2.50731 -2.15097 -0.01 -0.04 0.02
C 5.32622 0.53115 2.10551 0.14 0.18 0.24
O 6.21493 1.55897 2.54258 -0.10 0.02 -0.10
H 5.43690 0.43656 1.02895 0.00 -0.02 -0.01
H 5.56618 -0.42664 2.56511 -0.06 -0.05 -0.06
H 4.28841 0.79777 2.33460 -0.05 -0.10 -0.07
H 6.13085 1.64383 3.49615 0.06 0.00 -0.03
C 2.88323 -6.19051 2.88626 0.01 -0.04 -0.11
O 1.66893 -6.84997 2.54158 0.00 0.08 0.00
H 3.36234 -6.78429 3.66052 -0.02 -0.01 0.03
H 3.55672 -6.12015 2.02825 0.00 0.04 0.05
H 2.69672 -5.18601 3.27982 0.03 0.01 0.02
H 1.24431 -6.33536 1.85004 0.02 -0.07 -0.01
C -9.07406 0.81240 2.25654 -0.01 0.11 0.07
O -8.31457 1.71462 3.05963 -0.01 -0.04 -0.11
H -8.44601 -0.05433 2.06112 0.01 -0.01 0.01
H -9.97407 0.47998 2.77631 0.00 -0.04 -0.02
H -9.35542 1.26654 1.30381 -0.01 -0.03 -0.02
H -8.86685 2.48069 3.24403 0.05 -0.02 0.05
C -3.63093 4.33617 -1.45213 0.03 -0.02 0.06
O -3.58534 4.04580 -0.05022 0.16 0.24 0.08
H -3.68728 3.38265 -1.96924 -0.03 -0.04 0.01
H -4.51432 4.92481 -1.70093 0.00 -0.01 -0.03
H -2.73557 4.87424 -1.77298 -0.02 0.00 -0.02
H -3.54450 4.88605 0.41960 -0.06 -0.02 -0.05
C 5.49294 -3.70395 1.62662 -0.08 0.05 -0.01
O 4.79819 -2.51575 1.24621 -0.06 -0.07 0.01
H 6.55385 -3.46739 1.65897 -0.01 0.07 0.00
H 5.17829 -4.03709 2.61996 0.06 -0.04 0.01
H 5.32436 -4.50285 0.90525 0.04 -0.05 0.03
H 3.85944 -2.72572 1.22242 0.02 0.03 -0.03
C -5.64196 0.22366 -1.37926 0.06 0.10 0.08
O -4.81553 1.21877 -0.77546 -0.17 -0.20 0.05
H -5.50905 0.29796 -2.45561 0.00 0.01 0.00
H -5.35806 -0.78256 -1.05858 -0.02 -0.02 -0.02
H -6.69506 0.38988 -1.14481 -0.02 -0.02 -0.03
H -4.92792 1.16320 0.18628 0.09 0.01 -0.15
C 3.27063 -4.53702 -1.50509 0.00 -0.19 0.08
O 3.75384 -5.49623 -0.55960 -0.19 0.07 0.03
H 3.80656 -3.60732 -1.32285 0.01 -0.01 0.03
H 3.45298 -4.85860 -2.52933 -0.01 0.06 -0.05
H 2.19865 -4.35962 -1.36979 0.01 0.06 -0.04
H 3.29397 -6.32654 -0.71614 0.09 -0.01 -0.02
C 2.79150 -5.44353 -5.83606 0.06 0.08 0.03
O 3.12569 -4.41534 -4.90689 -0.02 0.01 -0.12
H 2.02645 -6.06051 -5.37093 -0.01 0.00 0.01
H 2.39251 -5.02834 -6.76443 -0.02 -0.03 -0.01
H 3.65633 -6.06965 -6.06544 -0.02 -0.03 -0.01
H 3.80497 -3.86634 -5.31025 0.00 0.00 0.07
C 3.23510 7.10963 -1.86603 0.03 -0.09 0.04
O 3.73306 6.12623 -0.96647 -0.19 0.05 -0.02
H 3.75318 8.03977 -1.64737 0.01 0.01 0.00
H 3.42876 6.83381 -2.90549 -0.01 0.04 -0.01
H 2.16052 7.26737 -1.73397 0.00 0.04 -0.02
H 3.27211 5.30448 -1.16355 0.03 0.02 -0.07
```
Forces are in eV/Å.

Results
E_HOMO = -11.45 eV
Total charge = +1
Max |F| = 0.87 eV/A
Orbital gap = 0.3165 hartree
M = 687.614 g/mol
Electronic energy = -76831.599 eV

***

Density functional theory data (ωB97M-V with the def2-TZVPD basis set) for a molecular structure, C6H7Br6Cl3O3.

Structure (XYZ):
```
25
Properties=species:S:1:pos:R:3:forces:R:3
C 1.79261 -2.20799 0.56119 -0.57 0.25 -0.80
Br 2.80681 -2.34738 -1.10281 -0.18 0.11 0.56
Br 0.65241 -3.79824 0.72413 0.33 0.82 0.13
Br 0.76998 -0.50089 0.54263 0.60 -1.25 0.36
H 2.47808 -2.17582 1.39499 -0.02 -0.04 0.03
C 0.07736 0.74471 4.22138 0.37 0.00 0.45
Br -0.30568 -1.03565 4.88532 0.04 0.29 -0.18
Br 1.99970 1.10091 4.28900 -0.58 0.01 0.12
Br -0.98853 2.07721 5.18148 0.51 -0.45 -0.49
H -0.15372 0.77131 3.16657 -0.29 0.06 0.07
C 0.89943 3.02838 0.14388 0.37 0.51 0.86
Cl 0.70432 4.57176 -0.66163 -0.24 -0.13 -0.23
Cl -0.07954 3.01298 1.65457 0.03 -0.14 -0.56
Cl 2.60468 2.84421 0.59696 -0.03 -0.24 -0.12
H 0.61169 2.20165 -0.49216 -0.18 0.13 -0.10
C -1.80698 -1.35407 -1.81283 -0.40 0.09 0.91
C -1.18719 -1.55120 -3.18087 -0.67 -0.72 0.35
O -1.03154 -0.21485 -3.62466 0.56 -0.09 -0.74
C -1.05047 0.63243 -2.58390 -0.82 0.31 -0.04
O -0.90048 1.81236 -2.66964 0.42 -0.30 0.26
O -1.38807 -0.03199 -1.46174 0.14 0.34 0.03
H -1.48323 -2.04006 -1.02890 0.24 0.01 -0.19
H -2.90062 -1.33040 -1.77900 0.07 -0.18 -0.40
H -1.86743 -2.09479 -3.83488 0.07 0.21 -0.19
H -0.25359 -2.11456 -3.12908 0.23 0.42 -0.08
```
Forces are in eV/Å.

Results
E_HOMO = -10.28 eV
Relative energy (zero: lowest compared OMol25 entry of this formula, charge and spin) = 7.2 kcal per mole
Max |F| = 1.44 eV/A
Orbital gap = 0.3551 hartree
M = 712.902 g/mol
Electronic energy = -470299.394 eV

***

Density functional theory data (ωB97M-V with the def2-TZVPD basis set) for 2 unconnected molecules or ions with the total composition CH7N6.

Structure (XYZ):
```
14
Properties=species:S:1:pos:R:3:forces:R:3
C -1.31669 -0.18007 0.05476 -0.95 2.48 1.62
N -2.29832 0.35466 0.65167 -0.22 -1.40 -0.91
N 2.55404 -0.76717 0.31705 6.35 1.79 2.12
N 1.39144 -0.89075 -0.02203 -4.60 -0.71 -1.88
N -1.26528 -1.31584 -0.62460 0.85 -0.85 -0.03
N -0.14598 0.66975 0.31642 0.19 2.01 0.95
N -0.09868 1.74290 -0.36236 -1.34 -2.29 -3.99
H -2.41405 1.26809 1.06520 0.67 -0.07 -0.10
H 3.20456 -1.53899 0.43821 -0.36 -0.41 -0.03
H -2.01854 -1.91979 -0.39370 -1.19 -0.30 -0.10
H -0.41300 -1.84807 -0.52547 0.42 0.37 -0.35
H 0.28553 2.66765 -0.16156 0.54 -0.70 0.92
H -0.46050 1.62991 -1.39108 0.48 0.83 2.23
H 2.99549 0.12773 0.63748 -0.85 -0.75 -0.45
```
Forces are in eV/Å.

Results
Multiplicity = 3
E_HOMO (spin up / spin down) = -11.66 / -14.37 eV
Relative energy (zero: lowest compared OMol25 entry of this formula, charge and spin) = 23.5 kcal per mole
Total charge = +1
Max |F| = 6.93 eV/A
Orbital gap (spin up / spin down) = 0.2255 / 0.2983 hartree
M = 103.109 g/mol
Electronic energy = -10077.777 eV